No. 1
A structure of composition C9H18ClIInN2OP at a distorted geometry, computed with ωB97M-V with the def2-TZVPD basis set.

```
34
Properties=species:S:1:pos:R:3:forces:R:3:mulliken_charge:R:1
C 1.677673 -0.701650 -0.349566 0.858 1.089 5.154 -1.200
I 2.287352 1.276635 -0.457856 -1.236 1.588 -1.235 0.558
H 0.663282 -0.930959 -0.092811 -0.559 0.456 -0.615 0.488
H 2.158033 -0.677018 0.702462 -0.372 -1.814 -1.628 0.341
H 2.169659 -1.246875 -1.061291 1.049 -1.478 -1.652 0.501
In -2.432746 0.003572 0.590946 0.597 0.207 -0.015 1.026
P -0.697320 0.259840 -2.389909 -1.044 -0.416 -2.655 0.365
C 0.668884 0.558645 -3.580500 1.000 0.207 0.388 -1.255
C -1.441214 -1.113253 -3.461248 0.415 0.050 1.586 -1.186
H -2.738100 1.661521 -2.433894 -0.176 0.058 0.159 0.386
H -1.981239 1.514005 -4.027365 0.070 0.024 -0.173 0.375
H -1.162312 2.433520 -2.735960 -0.302 0.986 -0.154 0.337
C -1.797121 1.593222 -2.963266 0.419 0.005 0.705 -1.089
H -2.366097 -1.374152 -2.923218 0.198 -0.440 -0.689 0.354
H -1.624255 -0.704848 -4.473378 0.077 -0.230 0.667 0.444
H 0.408940 0.459593 -4.640145 -0.445 0.008 0.322 0.395
H 1.459767 -0.168893 -3.403189 0.140 -0.124 0.005 0.364
H -0.692138 -1.926614 -3.471207 -0.756 0.095 -0.162 0.368
H 1.116583 1.538880 -3.434730 0.010 0.159 -0.018 0.423
C 4.780965 0.286762 -0.343626 1.435 0.187 0.405 0.100
O 5.805863 0.692421 -0.114611 -0.893 -0.408 -0.275 -0.043
Cl -4.608253 -0.318384 -0.178280 0.216 0.013 0.191 -0.278
C 1.117560 1.071226 3.317720 0.319 0.995 0.039 -0.964
C -0.003125 0.102946 3.475866 1.020 -0.318 0.785 0.366
N -1.037002 -0.172527 2.712794 0.540 -0.832 -0.939 -0.281
C -1.612594 -1.302585 3.246158 -0.026 -0.290 2.466 -0.216
C -1.048820 -1.592816 4.487902 0.315 1.266 -2.300 -0.574
N 0.070882 -0.776051 4.542097 -2.362 0.814 -1.763 -0.055
H 1.144947 1.678533 4.291705 0.325 -0.571 -1.598 0.414
H 2.072760 0.459355 3.229737 -1.015 1.009 0.083 0.294
H 0.985346 1.761539 2.410252 0.187 -1.019 1.536 0.084
H -2.417735 -1.794945 2.760394 -0.755 -0.291 -0.029 0.450
H -1.401425 -2.049416 5.371685 -0.183 -1.118 0.330 0.402
H 0.472996 -0.501242 5.396332 0.933 0.132 1.081 0.306
```
Positions in Å, forces in eV/Å.

The HOMO-LUMO gap (spin up / spin down) is 3.95 / 5.98 eV. Its LUMO energy (spin up / spin down) is -10.8 / -9.2 eV. The net charge is +2. Its HOMO energy (spin up / spin down) is -14.74 / -15.19 eV.

---

No. 2
A cluster of 2 separate species, C4H9O2 in total at a distorted geometry, computed with ωB97M-V with the def2-TZVPD basis set.

```
15
Properties=species:S:1:pos:R:3:forces:R:3:nbo_charge:R:1
C 0.022992 -0.771175 1.611671 1.098 -0.045 -0.753 -0.623
C -0.319639 0.675042 1.955963 0.063 -0.461 -0.570 -0.617
H 1.103452 -0.963396 1.569823 0.124 0.377 0.615 0.201
H -0.374951 -1.555870 2.252849 -0.465 0.135 -0.161 0.192
H -0.133880 -0.896995 0.534745 -1.046 -0.817 0.784 0.237
H -1.395339 0.844617 1.877950 -0.055 -0.066 0.603 0.197
H 0.061504 1.302816 1.152786 0.366 0.138 0.101 0.219
H 0.123026 0.976185 2.900418 -0.304 0.251 0.193 0.188
C 0.120075 0.505580 -1.491481 -0.286 -0.623 0.248 -0.734
C 0.224905 -0.507209 -2.670353 -0.250 0.350 -0.199 0.761
O 0.778189 -1.597914 -2.413184 0.207 -0.006 0.100 -0.793
O -0.345157 -0.150194 -3.724190 0.133 0.042 -0.221 -0.795
H 0.751088 1.397291 -1.494312 0.166 -0.192 -0.349 0.192
H 0.302639 -0.090857 -0.599908 0.351 0.708 -0.425 0.179
H -0.918908 0.832080 -1.462777 -0.103 0.208 0.032 0.195
```
Positions in Å, forces in eV/Å.

The HOMO-LUMO gap is 7.48 eV. Its LUMO energy is 3.7 eV. The net charge is -1. Its HOMO energy is -3.77 eV.

---

No. 3
A structure of composition C4H7N2 at a distorted geometry, computed with ωB97M-V with the def2-TZVPD basis set.

```
13
Properties=species:S:1:pos:R:3:forces:R:3:nbo_charge:R:1
C -0.389205 0.518142 -0.475453 1.000 0.011 1.969 0.568
C 1.250561 1.276388 1.099107 1.387 -0.214 -1.519 -0.148
C -0.092377 1.644287 0.230485 1.716 2.994 -0.385 -0.230
C -0.639106 -1.865765 -0.564989 2.035 0.719 2.452 -0.405
N 0.030331 0.734886 1.307457 -2.442 -4.763 0.068 -0.256
N -0.664377 -0.516972 -1.156329 -0.621 0.631 2.208 -0.467
H 2.114608 0.797747 0.607620 -0.812 0.060 -0.117 0.230
H 1.566901 1.851367 1.959399 -0.264 0.943 -0.169 0.257
H -0.395448 2.647063 0.419065 -0.750 0.641 -0.950 0.272
H -1.580037 -2.314727 -0.433181 -1.404 -0.152 0.076 0.244
H -0.036598 -1.904099 0.429036 -1.136 0.353 -1.904 0.254
H -0.116639 -2.307161 -1.334496 1.228 -2.177 -1.197 0.221
H -1.048615 -0.561156 -2.087720 0.064 0.954 -0.530 0.459
```
Positions in Å, forces in eV/Å.

The HOMO-LUMO gap is 9.66 eV. Its LUMO energy is -5.1 eV. The net charge is +1. Its HOMO energy is -14.80 eV.

---

No. 4
A structure of composition C5H7N2 at a distorted geometry, computed with ωB97M-V with the def2-TZVPD basis set.

```
14
Properties=species:S:1:pos:R:3:forces:R:3:nbo_charge:R:1
C 2.920616 -0.276037 -0.095255 -1.184 -0.219 0.366 -0.252
C 1.893393 -1.152962 0.007521 -1.082 -1.625 -1.031 -0.256
C 2.256958 0.977909 -0.183827 -0.477 1.174 0.113 0.178
C 0.674757 -0.264804 -0.222328 -1.119 2.361 0.079 0.514
C -2.185329 0.421327 0.050235 -2.119 1.870 -2.633 -0.527
N 0.898888 1.067896 -0.336650 -0.320 -4.759 0.169 -0.487
N -1.420204 -0.651352 -0.278632 5.443 -1.146 0.686 -0.183
H 3.991398 -0.363492 0.041866 -0.250 -0.354 -0.061 0.279
H 1.922260 -2.265075 0.077361 -0.305 1.242 0.063 0.278
H 2.703698 1.843609 0.174262 0.972 1.765 0.052 0.222
H -1.925827 1.223531 -0.704896 -0.140 -0.405 0.772 0.276
H -3.285593 0.201252 -0.146818 1.194 0.238 0.967 0.267
H -1.898293 0.860451 0.996403 -0.199 0.001 0.705 0.296
H -1.601610 -1.593696 0.054995 -0.414 -0.141 -0.246 0.394
```
Positions in Å, forces in eV/Å.

The HOMO-LUMO gap (spin up / spin down) is 6.85 / 8.37 eV. Its LUMO energy (spin up / spin down) is -7.2 / -6.5 eV. The net charge is +1. Its HOMO energy (spin up / spin down) is -14.06 / -14.88 eV.

---

No. 5
An isolated molecule of C21H27N5O3 at a distorted geometry, computed with ωB97M-V with the def2-TZVPD basis set.

```
56
Properties=species:S:1:pos:R:3:forces:R:3:nbo_charge:R:1
C -4.186086 -0.100317 -3.586564 -0.244 -0.040 0.392 -0.637
C -4.868174 -0.821627 -2.424599 0.112 -0.105 -0.228 -0.082
O -5.632067 0.046120 -1.602594 -0.229 -0.006 -0.059 -0.533
C -4.897792 0.826128 -0.694557 0.027 0.061 0.167 -0.069
C -4.398473 0.026022 0.530468 -0.360 -0.019 -0.180 -0.265
N -2.970209 0.195683 0.753825 -0.173 -0.106 0.061 -0.455
C -2.119649 -0.825802 0.300108 0.387 0.060 0.082 0.650
O -2.556999 -1.831188 -0.238633 0.030 -0.179 -0.068 -0.647
C -0.761677 -0.515495 0.565071 -0.096 0.751 0.353 -0.112
C -0.362247 0.641445 1.214346 -0.053 -1.223 -0.640 0.389
N 0.977926 0.677100 1.383482 0.063 0.425 0.146 -0.572
C 1.410089 -0.458815 0.838167 -0.538 -0.095 0.076 0.588
N 0.412294 -1.214582 0.325508 0.258 0.338 0.224 -0.342
C 0.581897 -2.480430 -0.333149 0.106 -0.600 -0.437 -0.206
C 1.889943 -3.109188 0.153392 -0.023 0.141 0.134 -0.231
C 1.754984 -3.621490 1.585490 0.004 0.017 -0.223 -0.612
C 3.003761 -2.059714 0.047057 -0.031 -0.271 -0.253 -0.209
N 2.686355 -0.897113 0.850389 0.131 -0.188 0.101 -0.419
C 3.751926 0.040494 1.151446 -0.017 0.173 0.027 -0.246
C 4.249582 0.728219 -0.094768 0.110 -0.030 0.053 0.042
C 3.472461 1.716447 -0.687838 -0.008 0.027 0.005 -0.247
C 3.884201 2.318351 -1.862957 -0.051 0.038 -0.033 -0.191
C 5.077440 1.939916 -2.456633 0.058 0.014 -0.073 -0.216
C 5.856771 0.957566 -1.870899 0.078 -0.004 -0.094 -0.206
C 5.441980 0.351600 -0.697050 -0.056 0.027 0.084 -0.245
N -1.261448 1.579582 1.610976 0.041 0.000 0.085 -0.411
C -0.819916 2.791367 2.265031 -0.008 0.272 0.137 -0.411
C -2.605997 1.380088 1.375309 0.166 -0.006 0.068 0.795
O -3.433662 2.201791 1.710102 -0.269 0.230 -0.003 -0.640
H -4.916997 0.477026 -4.147688 -0.042 0.047 -0.091 0.210
H -3.410267 0.573778 -3.229931 0.103 0.068 -0.028 0.199
H -3.726876 -0.831280 -4.246426 0.089 -0.067 -0.096 0.211
H -5.595242 -1.538175 -2.815502 0.117 -0.005 0.033 0.181
H -4.121834 -1.367071 -1.834908 -0.140 0.013 -0.027 0.195
H -5.579121 1.614974 -0.371810 0.129 -0.016 -0.017 0.201
H -4.037890 1.300996 -1.185357 -0.034 0.014 0.046 0.161
H -4.921313 0.348359 1.431131 0.064 -0.071 -0.097 0.228
H -4.573520 -1.038388 0.364044 0.019 0.188 0.028 0.246
H -0.282115 -3.108872 -0.104768 0.113 0.062 -0.048 0.241
H 0.608256 -2.327259 -1.419649 -0.046 -0.059 0.127 0.203
H 2.141353 -3.945685 -0.504696 -0.027 0.118 -0.020 0.223
H 1.504573 -2.808504 2.262189 -0.030 0.032 0.124 0.215
H 0.972718 -4.373960 1.644317 -0.074 -0.079 0.054 0.217
H 2.688386 -4.069502 1.917487 0.089 -0.044 0.085 0.212
H 3.943048 -2.472888 0.424314 -0.027 0.014 -0.051 0.209
H 3.155311 -1.779360 -1.005929 0.048 -0.030 0.079 0.196
H 3.335530 0.769795 1.848269 0.168 -0.080 0.020 0.246
H 4.561317 -0.512618 1.637016 -0.060 0.074 0.000 0.202
H 2.544471 2.005717 -0.217099 -0.094 0.059 0.042 0.230
H 3.275223 3.086451 -2.316541 -0.049 0.067 -0.032 0.214
H 5.399766 2.411241 -3.373223 0.029 0.039 -0.071 0.215
H 6.788631 0.660519 -2.329238 0.074 -0.019 -0.041 0.214
H 6.053825 -0.415276 -0.242549 0.059 -0.084 0.065 0.208
H -0.526107 3.538358 1.525140 0.010 0.026 0.059 0.202
H 0.035516 2.551966 2.892788 -0.024 0.052 -0.004 0.222
H -1.645978 3.180277 2.857386 0.121 -0.025 -0.043 0.242
```
Positions in Å, forces in eV/Å.

The HOMO-LUMO gap is 8.21 eV. Its LUMO energy is 0.5 eV. Its structure (SMILES) is CCOCCn1c(=O)c2c(nc3n2C[C@H](C)CN3Cc2ccccc2)n(C)c1=O. Its HOMO energy is -7.68 eV.

---

No. 6
A structure of composition C2H2AgO3 at a distorted geometry, computed with ωB97M-V with the def2-TZVPD basis set.

```
8
Properties=species:S:1:pos:R:3:forces:R:3:lowdin_spin:R:1
H -0.559646 0.413769 1.450107 2.034 -1.741 0.600 0.051
O -1.575279 -0.792310 -0.482222 -0.638 1.380 1.172 0.012
O -0.354246 -1.387460 -0.021772 1.027 0.816 1.046 0.177
C -1.149621 0.416487 0.037591 0.303 -1.508 -6.006 0.130
C 0.116134 -0.175614 0.447454 -2.210 1.059 1.302 0.293
Ag 2.178173 0.430628 -0.005072 0.019 -0.151 0.188 0.261
O -1.579959 1.502759 -0.500753 -0.074 -0.857 1.706 0.070
H -2.021644 2.094326 0.126937 -0.461 1.004 -0.008 0.006
```
Positions in Å, forces in eV/Å.

The HOMO-LUMO gap (spin up / spin down) is 10.87 / 6.23 eV. The expectation value of S² is 0.76. Its LUMO energy (spin up / spin down) is -11.4 / -15.5 eV. As for the spin multiplicity: 2. The net charge is +2. Its HOMO energy (spin up / spin down) is -22.32 / -21.77 eV.

---

No. 7
A structure of composition C8H16GdO5 at a distorted geometry, computed with ωB97M-V with the def2-TZVPD basis set.

```
30
Properties=species:S:1:pos:R:3:forces:R:3:lowdin_spin:R:1
C 2.545909 -0.978668 -1.227448 2.612 2.174 -1.055 0.019
H 3.625022 -1.137793 -1.340665 0.819 1.589 0.162 0.000
H 2.550576 -1.537446 -0.285569 -2.156 -0.100 -0.515 0.004
H 2.394935 -0.957978 -2.316130 -1.748 -1.432 0.728 -0.001
O 0.104827 -1.305802 0.137742 1.012 -3.118 0.111 0.155
C -0.949848 -2.087832 0.608027 -1.203 -0.924 0.807 0.014
C -2.245128 -1.665838 -0.073245 -0.322 -0.986 -0.558 0.006
O -2.319012 -0.235239 -0.046156 -0.325 0.109 0.593 0.007
C -3.195364 0.357231 -0.993559 -0.697 0.010 -0.886 0.001
C -2.745939 1.775919 -1.247671 -0.856 0.308 0.122 0.000
O -1.339698 1.724540 -1.492934 -0.823 0.084 -1.035 -0.010
C -0.779531 2.902241 -2.060387 0.113 0.909 -0.435 0.000
Gd -0.207184 0.591286 0.023759 0.574 2.512 0.841 6.838
H -1.071143 -2.015736 1.707828 0.248 0.075 -0.380 0.000
H -0.792830 -3.159660 0.382785 0.084 0.464 0.016 0.009
H -3.137106 -2.099862 0.402616 0.319 0.102 -0.125 0.001
H -2.196580 -1.969192 -1.133083 -0.166 0.035 0.299 0.000
H -4.235994 0.331304 -0.642153 0.272 -0.014 -0.080 0.000
H -3.105490 -0.205474 -1.935965 -0.170 0.058 0.248 0.000
H -2.959039 2.443499 -0.397557 0.144 -0.122 -0.142 0.000
H -3.264986 2.177614 -2.128834 0.101 -0.125 0.200 0.000
H 0.250701 2.660740 -2.340204 -0.153 0.174 0.055 0.000
H -1.340288 3.179466 -2.962684 0.213 -0.082 0.196 0.000
H -0.822378 3.729819 -1.336094 0.099 -0.199 -0.232 0.000
O 2.078975 0.604607 -1.005152 0.099 -2.608 -0.055 0.170
C 2.868485 1.534379 -0.524235 1.115 -0.429 0.776 0.401
C 2.310368 2.356461 0.489328 0.423 0.245 0.476 0.177
O 1.143191 2.143024 0.902651 0.914 0.889 0.254 0.192
H 3.944360 1.431678 -0.689658 -0.286 0.387 -0.149 0.015
H 2.955292 3.098080 0.980192 -0.258 0.015 -0.237 0.004
```
Positions in Å, forces in eV/Å.

The HOMO-LUMO gap (spin up / spin down) is 9.95 / 7.59 eV. The expectation value of S² is 20.30. Its LUMO energy (spin up / spin down) is -6.6 / -9.9 eV. As for the spin multiplicity: 9. The net charge is +2. Its HOMO energy (spin up / spin down) is -16.55 / -17.50 eV.

---

Which formula does entry 4 have?
C5H7N2

---

Number 1 is which compound?
C9H18ClIInN2OP